47
Properties=species:S:1:pos:R:3 method="wB97M-V/def2-TZVPD" spin_multiplicity=3 lumo_ha="0.093 / 0.078" orbital_gap_ev="6.45 / 6.30" total_charge=-1
W 0.29 -0.33 -0.61
O -1.40 2.12 2.38
C -1.06 1.51 1.37
N -0.21 0.50 1.26
C 0.41 -0.02 2.45
C 1.10 -1.33 2.15
C 1.90 -1.95 3.09
C 2.46 -3.18 2.78
C 2.21 -3.75 1.53
C 1.44 -3.04 0.62
N 0.91 -1.85 0.93
C -1.67 1.86 0.03
C -2.52 2.95 -0.10
C -3.06 3.23 -1.34
C -2.73 2.42 -2.42
C -1.86 1.36 -2.23
N -1.34 1.10 -1.03
H -0.34 -0.18 3.24
H 1.15 0.69 2.87
H 2.06 -1.48 4.05
H 3.09 -3.69 3.49
H 2.63 -4.70 1.25
H 1.25 -3.40 -0.38
H -2.73 3.53 0.79
H -3.72 4.07 -1.47
H -3.12 2.60 -3.41
H -1.54 0.72 -3.04
S 1.55 -0.29 -4.53
As 0.98 -1.37 -2.87
S 2.66 0.19 -0.37
S 1.55 1.65 -1.28
S 0.99 -3.44 -3.04
C -4.54 -3.01 -0.05
C -3.44 -3.32 -1.07
C -2.96 -4.77 -0.88
C -3.99 -3.15 -2.49
C -2.30 -2.42 -0.88
C -1.36 -1.66 -0.73
H -5.39 -3.68 -0.19
H -4.89 -1.98 -0.17
H -4.17 -3.12 0.97
H -3.79 -5.47 -1.04
H -2.58 -4.92 0.13
H -2.17 -5.00 -1.59
H -4.83 -3.83 -2.66
H -3.21 -3.36 -3.22
H -4.33 -2.13 -2.64

20
Properties=species:S:1:pos:R:3 method="wB97M-V/def2-TZVPD" lumo_ha=-0.125 orbital_gap_ev=9.45 total_charge=+1 smiles=CNC[C@H]([NH3+])CS
C -0.52 0.79 -2.44
N 0.31 1.18 -1.30
C -0.35 1.04 -0.02
C -0.10 -0.36 0.52
N -0.77 -0.45 1.94
C 1.36 -0.74 0.63
S 1.66 -2.28 1.54
H 0.10 0.63 -3.31
H -1.01 -0.13 -2.17
H -1.25 1.55 -2.74
H 0.70 2.11 -1.39
H 0.11 1.75 0.68
H -1.44 1.23 -0.06
H -0.68 -1.09 -0.05
H -1.13 0.48 2.15
H -1.56 -1.08 1.90
H -0.11 -0.76 2.65
H 1.92 0.01 1.20
H 1.71 -0.77 -0.40
H 1.06 -3.11 0.66

138
Properties=species:S:1:pos:R:3 method="wB97M-V/def2-TZVPD" spin_multiplicity=2 lumo_ha="-0.222 / -0.211" orbital_gap_ev="5.48 / 5.77" total_charge=+2
Ti -0.20 -0.90 0.18
O -1.18 0.07 1.88
C -1.89 1.22 1.33
C -1.20 1.55 -0.01
O -1.60 2.45 -0.72
O -0.16 0.80 -0.31
C -3.36 0.83 1.11
C -4.33 1.81 0.94
C -5.67 1.47 0.87
C -6.06 0.14 0.97
C -5.10 -0.85 1.11
C -3.75 -0.51 1.17
C -1.86 2.41 2.29
C -1.74 3.73 1.88
C -1.80 4.76 2.80
C -1.98 4.49 4.15
C -2.12 3.18 4.56
C -2.07 2.14 3.64
H -0.93 0.30 2.78
H -4.04 2.85 0.88
H -6.41 2.24 0.73
H -7.10 -0.13 0.93
H -5.39 -1.89 1.19
H -3.02 -1.30 1.31
H -1.63 3.96 0.83
H -1.72 5.79 2.46
H -2.04 5.30 4.86
H -2.30 2.96 5.61
H -2.25 1.13 4.00
C 2.87 -0.22 0.36
C 3.17 -1.71 0.15
P 1.61 -2.69 -0.08
C 1.06 -3.33 1.55
C 1.80 -4.16 2.39
C 1.21 -4.65 3.55
C -0.10 -4.35 3.86
C -0.86 -3.54 3.03
C -0.27 -3.04 1.88
C 2.22 -4.26 -0.78
C 1.46 -5.41 -0.57
C 1.87 -6.63 -1.09
C 3.05 -6.71 -1.82
C 3.80 -5.57 -2.05
C 3.39 -4.34 -1.54
P 1.81 -0.16 1.88
C 3.13 -0.60 3.07
C 2.99 -1.67 3.95
C 4.03 -2.01 4.81
C 5.20 -1.27 4.80
C 5.32 -0.17 3.96
C 4.30 0.17 3.10
C 1.70 1.58 2.40
C 1.26 1.78 3.71
C 1.25 3.05 4.26
C 1.69 4.12 3.49
C 2.13 3.93 2.19
C 2.13 2.66 1.64
H 2.33 0.21 -0.49
H 3.81 0.33 0.50
H 3.74 -2.12 0.98
H 3.76 -1.83 -0.76
H 2.82 -4.41 2.13
H 1.79 -5.29 4.21
H -0.55 -4.76 4.76
H -1.89 -3.33 3.26
H -0.88 -2.47 1.14
H 0.55 -5.37 0.02
H 1.28 -7.52 -0.91
H 3.39 -7.66 -2.20
H 4.71 -5.62 -2.63
H 3.99 -3.47 -1.74
H 2.06 -2.22 3.98
H 3.92 -2.86 5.47
H 6.01 -1.54 5.46
H 6.22 0.43 3.98
H 4.39 1.04 2.48
H 0.96 0.93 4.31
H 0.93 3.20 5.28
H 1.72 5.11 3.93
H 2.49 4.77 1.62
H 2.48 2.51 0.62
C -3.16 1.50 -3.17
C -3.51 0.02 -3.21
C -4.75 -0.23 -2.36
C -3.72 -0.44 -4.64
Sb -1.81 -1.21 -2.26
C -2.55 -3.35 -2.26
C -3.30 -3.75 -3.52
C -1.32 -4.22 -2.07
C -3.48 -3.50 -1.05
C -0.15 -1.14 -3.81
C -0.48 -1.96 -5.06
C 0.07 0.32 -4.18
C 1.12 -1.68 -3.17
H -3.96 2.05 -3.68
H -2.23 1.73 -3.67
H -3.11 1.87 -2.15
H -5.56 0.40 -2.73
H -4.57 0.02 -1.32
H -5.08 -1.27 -2.43
H -4.59 0.09 -5.04
H -3.92 -1.50 -4.72
H -2.87 -0.18 -5.27
H -2.75 -3.51 -4.43
H -4.28 -3.27 -3.57
H -3.46 -4.83 -3.50
H -0.72 -4.26 -2.98
H -1.63 -5.25 -1.84
H -0.70 -3.86 -1.25
H -4.32 -2.81 -1.11
H -2.94 -3.32 -0.11
H -3.87 -4.52 -1.04
H -1.43 -1.68 -5.50
H -0.49 -3.03 -4.85
H 0.30 -1.77 -5.80
H -0.76 0.72 -4.77
H 0.97 0.41 -4.78
H 0.19 0.94 -3.28
H 1.00 -2.70 -2.80
H 1.45 -1.02 -2.36
H 1.92 -1.70 -3.92
C 0.50 5.55 -1.19
Te 0.77 3.60 -2.08
C 2.66 4.45 -2.69
C 2.93 5.59 -1.75
C 4.22 6.09 -1.57
C 4.45 7.13 -0.69
C 3.39 7.70 0.00
C 2.10 7.22 -0.19
C 1.87 6.15 -1.04
H -0.01 5.46 -0.23
H -0.14 6.14 -1.85
H 2.58 4.83 -3.71
H 3.47 3.72 -2.67
H 5.04 5.65 -2.12
H 5.45 7.50 -0.54
H 3.56 8.51 0.69
H 1.28 7.68 0.35